(1)
This record from the OMol25 dataset describes a structure of composition C4H16FeN8O8S in a non-equilibrium geometry. The level of theory is wB97M-V/def2-TZVPD.

Values from the calculation:
- LUMO level (spin up / spin down) (eV) = 0.9 / -4.7
- energy (eV) = -77920.752
- energy relative to the best compared isomer or geometry (same formula, charge and spin) (kcal/mol) = 168.9
- strongest force on any atom (eV/Å) = 6.2
- HOMO energy (spin up / spin down) (eV) = -3.2 / -9.2
- multiplicity = 9
- orbital gap (spin up / spin down) (eV) = 4.0 / 4.5
- <S²> = 20.0232

Element x y z (Å)
Fe -0.86395 0.46548 -0.79022
S -3.22916 2.60411 -4.10546
O -4.41745 2.09532 -4.66448
O -3.01580 3.92768 -4.72608
O -3.26186 2.60848 -2.64130
O -2.03177 1.73750 -4.22818
C -0.05086 0.48434 5.25644
O -0.02662 0.63435 4.05506
N 0.11836 -0.59988 5.94628
N -0.16604 1.44278 6.13782
H -0.08001 -0.42406 6.92087
H 0.29827 -1.53625 5.61318
H -0.70176 2.24554 5.84002
H -0.15006 1.31935 7.14012
C 3.49550 -2.79403 -2.65542
O 2.48004 -2.46377 -2.03914
N 4.65135 -2.24848 -2.62029
N 3.48103 -3.93041 -3.27103
H 4.53342 -1.28189 -2.35219
H 5.53892 -2.61618 -2.93195
H 4.34191 -4.30196 -3.64644
H 2.68981 -4.55419 -3.20055
C 3.09942 4.95252 0.00883
O 2.45828 3.98876 -0.50830
N 3.48796 5.01865 1.21640
N 3.45795 6.03649 -0.65345
H 4.16298 5.72145 1.48196
H 2.90958 4.52402 1.88041
H 3.23956 5.96698 -1.63710
H 3.64724 6.88785 -0.14408
C -4.70569 -4.08228 -0.34291
O -3.93309 -3.11646 -0.26455
N -5.99614 -3.97933 -0.65325
N -4.27127 -5.34274 -0.50315
H -6.60460 -4.77660 -0.77265
H -6.42393 -3.09097 -0.87218
H -4.79022 -5.92094 -1.14849
H -3.37131 -5.60124 -0.12456

(2)
This record from the OMol25 dataset describes a structure of composition C21H20Cl2N5NaO3S in a non-equilibrium geometry. The level of theory is wB97M-V/def2-TZVPD.

Values from the calculation:
- LUMO level (eV) = 4.0
- energy (eV) = -75994.518
- energy relative to the best compared isomer or geometry (same formula, charge and spin) (kcal/mol) = 10.6
- charge = -2
- strongest force on any atom (eV/Å) = 1.6
- HOMO energy (eV) = -1.2
- orbital gap (eV) = 5.2

Element x y z (Å)
Na 0.28516 0.16111 -0.32948
N 1.18993 -1.12816 4.17031
C 0.74443 -0.18677 3.22755
S -0.94328 -0.04323 3.08337
N 1.67623 0.51021 2.66654
N 1.45499 1.23434 1.55034
C 1.97912 2.40282 1.48671
C 1.93353 3.26902 0.34037
C 2.25676 4.61233 0.51997
C 2.19918 5.54284 -0.50093
C 1.81996 5.11710 -1.77212
C 1.52787 3.79721 -1.99907
C 1.57879 2.79519 -0.97841
O 1.34845 1.58888 -1.24733
H 0.52226 -1.26929 4.91707
H 2.12839 -0.93716 4.49989
H 2.47633 2.82239 2.38123
H 2.54858 4.94905 1.51272
H 2.44590 6.58408 -0.31332
H 1.75988 5.84001 -2.58537
H 1.23372 3.46083 -2.98738
Cl 1.13356 -4.72376 -3.64980
C -0.39985 -4.26832 -2.96343
C -1.48307 -5.07301 -3.24063
C -2.71887 -4.75491 -2.72020
Cl -4.05707 -5.83513 -3.05502
C -2.91649 -3.60352 -1.94586
C -4.15703 -3.19686 -1.41154
C -4.23870 -2.02351 -0.70776
C -3.07438 -1.26387 -0.52832
N -1.90762 -1.63306 -0.98967
C -1.79070 -2.76264 -1.68254
C -0.43825 -3.09523 -2.14705
O 0.55649 -2.41812 -1.85491
H -1.36152 -5.95033 -3.86148
H -5.02511 -3.82961 -1.55836
H -5.18087 -1.68128 -0.29812
H -3.08746 -0.33706 0.02397
C -1.27178 3.39567 1.54133
N -2.34899 3.43375 0.57968
C -3.33270 4.45465 0.81871
C -2.44211 2.47856 -0.37430
C -3.68606 2.53405 -1.25512
O -1.60620 1.61630 -0.52779
H -0.68232 4.31346 1.48613
H -0.62663 2.55205 1.31710
H -1.67132 3.26873 2.55031
H -2.82256 5.36223 1.15160
H -4.04326 4.15401 1.60053
H -3.89289 4.69210 -0.08288
H -3.69032 3.43158 -1.87217
H -4.58645 2.50426 -0.64367
H -3.65658 1.66206 -1.90278

(3)
This record from the OMol25 dataset describes an isolated molecule of C4H10N2S in a non-equilibrium geometry. The level of theory is wB97M-V/def2-TZVPD.

Values from the calculation:
- LUMO level (eV) = 0.3
- SMILES string = CC/C(=N/S)NC
- energy (eV) = -18121.790
- energy relative to the best compared isomer or geometry (same formula, charge and spin) (kcal/mol) = 87.5
- strongest force on any atom (eV/Å) = 6.5
- HOMO energy (eV) = -8.4
- orbital gap (eV) = 8.7

Element x y z (Å)
C 1.71824 -0.68975 -0.18846
C 1.14888 0.69795 0.07836
C -0.17669 0.57262 -0.47697
N -0.43564 0.84091 -1.69310
S -1.85937 0.32059 -2.71288
N -1.09232 -0.42710 0.33314
C -0.96027 -0.50747 1.72259
H 2.74917 -0.82502 0.30285
H 1.91858 -1.03689 -1.17364
H 1.10017 -1.37399 0.40924
H 1.17201 1.04070 1.15389
H 1.65135 1.52962 -0.63777
H -2.35950 1.90699 -2.96324
H -1.85832 -0.56871 -0.32934
H -1.35296 0.55872 2.20134
H -1.50345 -1.46914 2.12952
H 0.14011 -0.57003 1.84446

(4)
This record from the OMol25 dataset describes a cluster of 9 separate species, C66H66F8N2O3Si in total in a non-equilibrium geometry. The level of theory is wB97M-V/def2-TZVPD.

Values from the calculation:
- LUMO level (eV) = -1.0
- SMILES string = CCC(=O)OCCc1ccc2nccnc2c1CCO[Si](C)(C)C.Fc1ccccc1.Fc1ccccc1.Fc1ccccc1.Fc1ccccc1.Fc1ccccc1.Fc1ccccc1.Fc1ccccc1.Fc1ccccc1
- energy (eV) = -108246.864
- strongest force on any atom (eV/Å) = 6.1
- HOMO energy (eV) = -8.6
- orbital gap (eV) = 7.5

Element x y z (Å)
C 5.90798 -1.68929 1.52784
C 4.63306 -2.22390 0.67466
C 5.04815 -2.33546 -0.86410
O 6.21097 -2.12830 -1.31340
O 4.04430 -2.66729 -1.85888
C 3.52397 -1.35724 -2.26773
C 1.91330 -1.47732 -2.32226
C 1.23690 -0.07034 -1.90091
C 1.75455 1.19746 -2.69350
C 1.16920 2.56434 -2.28831
C 0.09108 2.77537 -1.14206
N -0.30232 4.13381 -0.87814
C -1.25632 4.12433 0.18366
C -1.83041 2.87839 0.91486
N -1.41498 1.54884 0.61533
C -0.41683 1.50477 -0.41961
C 0.14884 0.06701 -0.79307
C -0.39857 -1.20927 0.02288
C -1.14177 -2.30228 -0.88953
O -2.51701 -1.99048 -1.21110
Si -3.62579 -2.44731 0.04332
C -3.78808 -1.17405 1.46770
C -3.33565 -4.18401 0.79702
C -5.37970 -2.52492 -0.80365
H 6.40650 -0.76970 1.04540
H 5.54743 -1.37155 2.57428
H 6.67174 -2.53412 1.66882
H 3.80492 -1.43490 0.80982
H 4.30754 -3.23515 1.09283
H 3.78061 -0.60897 -1.42303
H 3.99089 -0.98678 -3.25640
H 1.63667 -1.61726 -3.44018
H 1.52128 -2.36076 -1.69733
H 2.52862 1.17114 -3.53050
H 1.53962 3.49790 -2.85687
H -1.64201 5.15544 0.53451
H -2.60140 3.02641 1.74065
H -1.03092 -0.93552 0.93459
H 0.54908 -1.73123 0.44514
H -0.58033 -2.36170 -1.90284
H -0.98195 -3.32407 -0.39174
H -3.53822 -0.09904 1.15481
H -3.16398 -1.53590 2.36800
H -4.88664 -1.20748 1.81267
H -4.28980 -4.81128 0.75501
H -3.11024 -4.01645 1.92400
H -2.44806 -4.76282 0.36367
H -5.58597 -1.56829 -1.42082
H -5.35089 -3.39659 -1.56821
H -6.21742 -2.75696 -0.06174
F -5.94190 0.50893 2.15353
C -6.80163 1.25602 1.44111
C -6.42083 1.72814 0.19422
C -7.31246 2.49741 -0.54650
C -8.57058 2.79470 -0.02707
C -8.94011 2.31930 1.22828
C -8.05306 1.54071 1.96475
H -5.43450 1.49332 -0.19008
H -7.02760 2.86520 -1.52640
H -9.26408 3.39865 -0.60378
H -9.91881 2.55515 1.63295
H -8.32712 1.15479 2.93976
F 5.21301 6.12722 3.71733
C 4.37846 5.76441 2.72888
C 3.12048 5.27643 3.04670
C 2.25362 4.90448 2.02418
C 2.65860 5.01453 0.69627
C 3.92631 5.50139 0.38893
C 4.78983 5.88413 1.41075
H 2.82588 5.18986 4.08651
H 1.26377 4.52824 2.26136
H 1.98268 4.71920 -0.10037
H 4.24178 5.58255 -0.64601
H 5.77698 6.27337 1.18998
F 4.22890 1.08828 7.80263
C 4.35217 2.42506 7.81873
C 4.07474 3.12085 8.98556
C 4.20763 4.50586 9.00358
C 4.60604 5.18029 7.85162
C 4.87729 4.47196 6.68436
C 4.75525 3.08616 6.66892
H 3.75795 2.57982 9.86994
H 4.00044 5.05906 9.91346
H 4.70513 6.26113 7.86532
H 5.18348 4.99884 5.78710
H 4.97102 2.51806 5.77122
F 7.08994 1.21827 11.93660
C 7.16716 0.14974 11.12796
C 6.51003 0.17050 9.90765
C 6.59375 -0.93448 9.06694
C 7.32531 -2.05267 9.46122
C 7.97728 -2.06454 10.69137
C 7.90281 -0.95512 11.52762
H 5.93930 1.04566 9.62167
H 6.08943 -0.92502 8.10651
H 7.38666 -2.91648 8.80666
H 8.54325 -2.93770 10.99876
H 8.41118 -0.94346 12.48469
F 0.15298 -2.96534 2.84486
C 0.86055 -1.97821 3.41820
C 2.24536 -2.04875 3.42572
C 2.97859 -1.02350 4.01543
C 2.31812 0.05480 4.60009
C 0.92715 0.11239 4.59061
C 0.19373 -0.90678 3.99149
H 2.74067 -2.89998 2.97308
H 4.06204 -1.06450 4.02042
H 2.89058 0.85197 5.06394
H 0.41434 0.95095 5.04992
H -0.88945 -0.87385 3.96722
F -5.77177 1.68156 -3.50209
C -5.70821 0.60855 -4.30893
C -6.37031 0.63199 -5.52711
C -6.29987 -0.47729 -6.36448
C -5.57694 -1.60065 -5.96842
C -4.92099 -1.61434 -4.74125
C -4.98197 -0.50209 -3.90888
H -6.93433 1.51206 -5.81400
H -6.80713 -0.46725 -7.32305
H -5.52570 -2.46714 -6.61976
H -4.36187 -2.49171 -4.43291
H -4.46940 -0.49298 -2.95384
F -3.47848 -3.91064 -6.61725
C -2.16636 -3.70415 -6.81511
C -1.48710 -2.81132 -6.00031
C -0.12686 -2.60137 -6.20252
C 0.53636 -3.27849 -7.22386
C -0.15722 -4.16866 -8.03876
C -1.51531 -4.38712 -7.83005
H -2.02152 -2.28734 -5.21608
H 0.41597 -1.91066 -5.56593
H 1.59686 -3.11068 -7.38361
H 0.35972 -4.69215 -8.83645
H -2.06925 -5.08328 -8.44932
F -5.24217 -0.72684 -9.40400
C -4.26143 -1.19666 -10.19076
C -4.18419 -0.77373 -11.50867
C -3.16452 -1.25688 -12.32249
C -2.24030 -2.16558 -11.81179
C -2.33066 -2.58714 -10.48772
C -3.34374 -2.09572 -9.67067
H -4.91722 -0.07255 -11.89054
H -3.09015 -0.92666 -13.35322
H -1.44755 -2.54536 -12.44881
H -1.61330 -3.29696 -10.09345
H -3.42455 -2.40541 -8.63583

(5)
This record from the OMol25 dataset describes a structure of composition C3H5Cl2N in a non-equilibrium geometry. The level of theory is wB97M-V/def2-TZVPD.

Values from the calculation:
- LUMO level (eV) = 0.4
- energy (eV) = -29721.695
- energy relative to the best compared isomer or geometry (same formula, charge and spin) (kcal/mol) = 113.4
- strongest force on any atom (eV/Å) = 7.9
- HOMO energy (eV) = -9.3
- orbital gap (eV) = 9.7

Element x y z (Å)
C 0.29103 0.65005 0.00615
C 0.60694 -0.68162 0.60916
C 0.35804 -0.69453 -0.80694
H -1.84248 1.24694 -0.55023
H -1.43335 0.57797 1.45593
H 1.08756 1.39115 -0.26374
H -0.16530 -0.68181 1.57335
H 1.60027 -0.93865 1.28693
N -0.88327 1.23719 0.35349
Cl -1.22720 -1.24955 -1.71010
Cl 1.60777 -0.85713 -1.95401